Record 1
Formula: C4H8O3Sc
Source: OMol25
Level of theory: the ωB97M-V functional and the def2-TZVPD basis

- F_max (eV Å⁻¹) = 8.1
- energy (Ha) = -1141.5135
- orbital gap (spin up / spin down) (Ha) = 0.167 / 0.167
- 2S+1 = 2
- charge = +4

Each line ends with the Mulliken spin population.
Element x y z (Å)
H 0.15 -0.58 -0.65  0.00
C 0.45 0.69 1.06  0.00
H 0.23 -0.08 1.81  0.00
H 0.50 1.72 1.44  0.00
C 0.22 0.45 -0.29  0.00
H 0.37 1.26 -1.01  0.00
H -0.79 0.75 0.46  0.00
O 3.32 0.43 2.32  0.91
C 4.21 0.17 1.40  -0.07
O 5.19 -0.50 1.74  0.02
Sc 6.41 -1.24 3.17  -0.02
O 3.81 0.36 0.20  0.13
C 4.26 -0.55 -0.84  0.01
H 5.34 -0.44 -0.95  0.01
H 3.99 -1.58 -0.58  0.01
H 3.72 -0.23 -1.73  0.00

***

Record 2
Formula: C5H8ClN
Source: OMol25
Level of theory: the ωB97M-V functional and the def2-TZVPD basis

- F_max (eV Å⁻¹) = 1.6
- energy above the lowest of the compared OMol25 structures with the same formula, charge and spin (kJ/mol) = 76.4
- energy (Ha) = -710.2233
- orbital gap (Ha) = 0.388
- charge = 0

Each line ends with the natural charge from an NBO analysis.
Element x y z (Å)
C -0.42 0.00 -0.58  -0.21
C 0.43 0.99 0.22  -0.08
C 1.81 0.78 -0.40  -0.41
C 1.82 -0.78 -0.41  -0.41
C 0.45 -0.99 0.23  -0.08
H -0.35 -0.01 -1.70  0.21
H 0.11 2.05 0.42  0.22
H 2.58 1.20 0.24  0.22
H 1.92 1.21 -1.40  0.21
H 2.61 -1.19 0.25  0.22
H 1.88 -1.23 -1.40  0.21
H 0.12 -1.99 0.45  0.21
H -0.43 0.00 1.82  0.36
N 0.50 0.01 1.36  -0.61
Cl -2.15 0.00 -0.15  -0.06

***

Record 3
Formula: C8H8OS
Source: OMol25
Level of theory: the ωB97M-V functional and the def2-TZVPD basis

- F_max (eV Å⁻¹) = 3.7
- energy above the lowest of the compared OMol25 structures with the same formula, charge and spin (kJ/mol) = 488.3
- energy (Ha) = -782.8175
- orbital gap (spin up / spin down) (Ha) = 0.326 / 0.282
- charge = 0

Each line ends with the natural charge from an NBO analysis.
Element x y z (Å)
C -0.49 2.58 -0.89  -0.24
C 0.06 2.64 0.41  -0.19
C -1.30 1.45 -1.20  -0.19
C -0.16 1.56 1.31  -0.34
C -1.55 0.42 -0.33  -0.36
C -0.95 0.52 0.86  0.18
C 1.45 -2.52 -0.84  -0.18
C 0.71 -2.27 0.44  0.09
O 0.19 -3.12 -0.44  -0.47
S 1.18 -2.60 2.10  0.01
H -0.45 3.32 -1.60  0.21
H 0.70 3.34 0.85  0.21
H -1.60 1.35 -2.31  0.21
H 0.53 1.53 2.16  0.23
H -1.85 -0.66 -0.70  0.24
H 1.29 -1.65 -1.61  0.21
H 2.27 -3.29 -0.96  0.21
H -0.02 -2.60 2.75  0.14

***

> What is the charge in the second record?

0